Below is a structure of composition C24H24BrIN2O2PtS2, with properties calculated with ωB97M-V/def2-TZVPD.

Element x y z (Å)
Pt (0.003, -0.143, -0.512)
C (2.182, -0.540, -2.476)
N (1.391, -1.397, -1.544)
C (0.577, -2.372, -2.358)
C (-0.816, -2.605, -1.797)
N (-1.529, -1.316, -1.623)
C (-1.876, -0.675, -2.913)
C (-2.728, -1.383, -0.801)
C (-3.658, -2.396, -0.959)
C (-4.821, -2.393, -0.202)
C (-5.051, -1.362, 0.700)
C (-4.121, -0.346, 0.852)
C (-2.949, -0.345, 0.102)
S (-1.779, 0.974, 0.301)
C (2.245, -2.140, -0.599)
C (3.439, -2.711, -1.003)
C (4.189, -3.440, -0.095)
C (3.748, -3.591, 1.210)
C (2.565, -2.999, 1.621)
C (1.808, -2.273, 0.710)
S (0.299, -1.520, 1.249)
H (2.690, -1.153, -3.223)
H (2.937, 0.016, -1.913)
H (1.495, 0.135, -2.991)
H (1.111, -3.321, -2.404)
H (0.526, -1.983, -3.373)
H (-0.761, -3.080, -0.819)
H (-1.356, -3.273, -2.478)
H (-2.594, -1.291, -3.461)
H (-0.988, -0.531, -3.523)
H (-2.321, 0.298, -2.709)
H (-3.481, -3.197, -1.667)
H (-5.539, -3.193, -0.315)
H (-5.953, -1.355, 1.296)
H (-4.288, 0.449, 1.568)
H (3.819, -2.557, -2.003)
H (5.141, -3.849, -0.402)
H (4.345, -4.141, 1.925)
H (2.237, -3.076, 2.650)
I (5.122, 0.562, -0.377)
C (1.460, 1.026, 0.338)
H (1.919, 1.519, -0.526)
H (2.213, 0.427, 0.846)
Br (-0.938, 7.357, 4.929)
C (-0.491, 6.039, 3.648)
C (-0.814, 6.254, 2.317)
C (-0.486, 5.285, 1.385)
C (0.155, 4.118, 1.783)
C (0.475, 3.919, 3.122)
C (0.152, 4.884, 4.062)
C (0.476, 3.110, 0.740)
O (0.274, 3.255, -0.438)
O (0.998, 1.978, 1.262)
H (-1.312, 7.165, 2.018)
H (-0.720, 5.422, 0.338)
H (0.980, 3.014, 3.426)
H (0.399, 4.743, 5.105)

The energy relative to the best compared isomer or geometry (same formula, charge and spin) comes out at 30.3 kcal/mol. The charge is 0.

Löwdin atomic charges, in units of e: 0.93, -0.09, -0.27, -0.14, -0.17, -0.30, -0.03, -0.31, -0.02, -0.07, -0.07, -0.09, -0.56, 0.72, -0.30, -0.06, -0.07, -0.06, -0.09, -0.54, 0.78, 0.10, -0.05, 0.09, 0.14, 0.11, 0.11, 0.13, 0.11, 0.08, 0.09, 0.12, 0.11, 0.11, 0.11, 0.11, 0.11, 0.11, 0.11, -0.39, -0.33, 0.06, 0.02, 0.75, -0.69, -0.11, 0.00, -0.12, 0.00, -0.11, -0.51, 0.08, -0.09, 0.10, 0.12, 0.13, 0.10

=====

Below is a cluster of 10 separate species, C33H52N3O17 in total in a non-equilibrium geometry, with properties calculated with ωB97M-V/def2-TZVPD.

Element x y z (Å)
C (0.962, 0.378, 0.879)
C (-0.447, 0.704, 0.497)
O (-0.853, 0.344, -0.540)
N (-1.281, 1.645, 1.494)
H (-2.091, 1.130, 1.776)
H (-0.565, 1.944, 2.210)
C (-2.029, 2.655, 0.867)
H (1.446, -0.506, 0.328)
H (1.077, -0.015, 1.821)
H (1.582, 1.405, 0.928)
H (-1.191, 3.062, 0.315)
H (-2.528, 3.528, 1.148)
H (-2.697, 1.943, 0.247)
N (-4.237, 0.367, 2.538)
O (-5.343, 0.143, 3.231)
O (-4.275, 0.477, 1.304)
O (-3.222, 0.238, 3.058)
N (0.152, 1.970, 4.368)
O (-0.994, 1.527, 4.462)
O (1.036, 1.414, 5.098)
O (0.522, 2.416, 3.218)
C (4.170, 2.556, -1.365)
C (3.233, 2.612, -2.551)
C (2.560, 1.310, -3.034)
O (2.154, 3.552, -2.314)
H (4.886, 1.797, -1.555)
H (3.613, 2.291, -0.496)
H (4.825, 3.331, -1.162)
H (3.927, 3.117, -3.356)
H (3.362, 0.471, -3.363)
H (2.073, 1.254, -3.906)
H (1.967, 0.813, -2.194)
H (2.274, 4.393, -2.702)
C (-4.628, -0.075, -3.799)
C (-5.387, 1.097, -3.196)
C (-5.235, 1.066, -1.590)
O (-4.763, 2.295, -3.620)
H (-4.716, -0.061, -4.923)
H (-4.880, -1.004, -3.572)
H (-3.623, -0.159, -3.705)
H (-6.626, 1.045, -3.614)
H (-4.278, 1.216, -1.147)
H (-5.725, 0.075, -1.331)
H (-5.901, 1.679, -1.141)
H (-4.104, 2.477, -2.863)
C (-3.219, -3.109, 1.829)
C (-2.949, -2.585, 0.461)
C (-2.406, -3.819, -0.295)
O (-4.143, -2.228, -0.035)
H (-3.957, -4.052, 1.592)
H (-3.777, -2.408, 2.449)
H (-2.207, -3.414, 2.154)
H (-2.394, -1.689, 0.650)
H (-1.399, -3.983, 0.118)
H (-2.190, -3.687, -1.470)
H (-3.036, -4.788, -0.412)
H (-4.607, -1.641, 0.299)
C (0.228, -1.947, -3.094)
C (1.176, -3.074, -2.481)
C (2.600, -3.025, -3.041)
O (1.158, -2.792, -1.131)
H (-0.150, -2.200, -4.152)
H (0.722, -0.976, -3.422)
H (-0.572, -1.615, -2.589)
H (0.575, -3.993, -3.109)
H (3.222, -2.214, -2.789)
H (2.822, -2.969, -4.224)
H (3.029, -3.905, -2.447)
H (0.273, -2.999, -0.864)
C (-1.983, 5.923, -0.799)
C (-1.445, 7.131, -0.047)
C (-2.337, 7.703, 1.087)
O (-1.962, 8.614, 1.872)
C (-3.594, 7.092, 1.303)
C (-4.094, 6.093, 0.366)
C (-3.337, 5.444, -0.634)
O (-3.825, 4.529, -1.261)
H (-1.117, 5.306, -1.382)
H (-0.405, 7.477, -0.171)
H (-3.999, 7.409, 2.270)
H (-5.166, 5.653, 0.610)
C (3.528, -3.605, 4.106)
C (2.218, -2.819, 3.816)
C (1.416, -3.325, 2.645)
O (0.468, -2.656, 2.262)
C (1.902, -4.478, 1.877)
C (3.091, -5.047, 2.107)
C (4.001, -4.702, 3.326)
O (4.893, -5.500, 3.674)
H (3.981, -3.238, 5.003)
H (1.761, -1.900, 4.222)
H (1.355, -4.737, 0.982)
H (3.373, -6.028, 1.534)
C (5.501, -3.091, -0.281)
C (4.275, -2.203, 0.372)
C (4.601, -1.362, 1.545)
O (3.666, -0.717, 2.050)
C (5.911, -1.258, 2.085)
C (7.057, -1.995, 1.440)
C (6.853, -2.783, 0.155)
O (7.712, -3.234, -0.494)
H (5.259, -3.863, -1.228)
H (3.224, -2.195, -0.217)
H (6.156, -0.541, 3.156)
H (8.026, -1.942, 1.856)

The energy relative to the best compared isomer or geometry (same formula, charge and spin) comes out at 66.9 kcal/mol. The charge is -1.

Here are the Löwdin charges for atoms 1 to 99, given in e: 0.00, -0.33, 0.16, 0.06, 0.08, 0.07, -0.05, 0.10, 0.02, 0.15, 0.10, 0.08, 0.11, -0.62, -0.10, -0.06, 0.02, -0.53, -0.02, -0.07, -0.13, -0.06, -0.45, -0.05, -0.06, 0.07, 0.07, 0.05, 0.16, 0.12, 0.01, 0.09, 0.05, -0.08, -0.43, -0.04, -0.11, 0.10, 0.02, 0.04, 0.20, 0.04, 0.10, 0.03, 0.10, -0.06, -0.55, -0.06, 0.04, 0.14, 0.08, 0.07, 0.12, 0.05, 0.10, 0.11, -0.06, -0.07, -0.49, -0.08, -0.05, 0.09, 0.07, 0.00, 0.19, 0.02, 0.13, 0.08, 0.06, 0.04, 0.10, -0.40, 0.06, 0.03, 0.04, -0.52, 0.12, 0.16, 0.10, 0.13, 0.17, 0.05, 0.14, -0.40, 0.09, -0.03, 0.01, -0.40, 0.06, 0.09, 0.13, 0.11, 0.15, 0.08, 0.11, -0.50, 0.06, 0.03, 0.09

=====

Below is a structure of composition C4H8O, with properties calculated with ωB97M-V/def2-TZVPD.

Element x y z (Å)
C (1.765, -0.257, -0.072)
C (0.452, 0.483, -0.143)
C (-1.110, -0.741, -0.146)
C (-1.627, 0.453, 0.378)
O (0.150, 1.289, 0.824)
H (2.552, 0.490, -0.243)
H (1.908, -0.682, 0.925)
H (1.849, -1.038, -0.834)
H (0.203, 0.772, -1.180)
H (-1.271, -0.981, -1.193)
H (-0.983, -1.584, 0.528)
H (-1.865, 0.563, 1.429)
H (-2.035, 1.220, -0.276)

The energy relative to the best compared isomer or geometry (same formula, charge and spin) comes out at 89.5 kcal/mol. The charge is 0.

Löwdin atomic charges, in units of e: -0.05, -0.46, -0.11, 0.01, -0.14, 0.09, 0.08, 0.08, 0.12, 0.08, 0.08, 0.10, 0.11

=====

Below is a structure of composition C42H58BInN7O5S3 in a non-equilibrium geometry, with properties calculated with ωB97M-V/def2-TZVPD.

Element x y z (Å)
In (-15.720, 6.569, -5.884)
C (-11.478, 4.173, -5.240)
C (-12.916, 4.252, -4.632)
C (-12.921, 3.410, -3.384)
C (-13.942, 3.762, -5.609)
C (-14.051, 2.499, -6.165)
C (-15.315, 2.401, -6.702)
C (-15.876, 1.053, -7.157)
C (-16.492, 0.942, -8.555)
C (-16.840, 0.480, -6.133)
N (-15.856, 3.647, -6.720)
N (-15.013, 4.500, -5.992)
B (-17.304, 4.046, -6.994)
N (-17.551, 5.399, -7.788)
N (-17.987, 6.494, -7.047)
C (-18.493, 7.389, -7.870)
C (-18.290, 6.927, -9.183)
C (-17.708, 5.692, -9.116)
C (-17.276, 4.948, -10.341)
C (-15.789, 4.573, -10.316)
C (-18.204, 3.775, -10.593)
C (-19.344, 8.558, -7.420)
C (-18.696, 9.918, -7.667)
C (-19.854, 8.452, -6.020)
N (-17.959, 4.300, -5.609)
N (-17.332, 5.085, -4.645)
C (-18.187, 5.180, -3.615)
C (-19.395, 4.537, -3.977)
C (-19.182, 3.988, -5.204)
C (-20.253, 3.405, -6.073)
C (-20.240, 1.911, -6.411)
C (-20.567, 4.272, -7.299)
C (-17.895, 5.824, -2.255)
C (-17.545, 7.292, -2.404)
C (-16.804, 5.054, -1.561)
H (-10.803, 4.548, -4.485)
H (-11.438, 4.812, -6.126)
H (-11.155, 3.136, -5.454)
H (-13.170, 5.250, -4.397)
H (-12.665, 2.350, -3.539)
H (-13.925, 3.356, -2.955)
H (-12.187, 3.816, -2.699)
H (-13.352, 1.671, -6.068)
H (-14.963, 0.436, -7.245)
H (-17.457, 1.403, -8.597)
H (-16.625, -0.067, -8.866)
H (-15.843, 1.494, -9.272)
H (-17.550, 1.267, -5.861)
H (-16.325, 0.155, -5.241)
H (-17.342, -0.382, -6.530)
H (-17.813, 3.178, -7.598)
H (-18.621, 7.394, -10.086)
H (-17.451, 5.699, -11.105)
H (-15.585, 3.989, -9.415)
H (-15.218, 5.496, -10.203)
H (-15.408, 4.135, -11.275)
H (-18.014, 2.963, -9.838)
H (-18.086, 3.387, -11.590)
H (-19.234, 4.076, -10.487)
H (-20.187, 8.449, -8.140)
H (-17.901, 10.123, -6.966)
H (-19.442, 10.696, -7.659)
H (-18.303, 9.950, -8.695)
H (-19.060, 8.517, -5.297)
H (-20.371, 7.513, -5.850)
H (-20.599, 9.219, -5.828)
H (-20.314, 4.475, -3.368)
H (-21.157, 3.531, -5.448)
H (-19.530, 1.636, -7.165)
H (-21.255, 1.658, -6.798)
H (-20.066, 1.353, -5.511)
H (-19.779, 4.208, -7.957)
H (-20.803, 5.300, -7.079)
H (-21.476, 3.878, -7.767)
H (-18.761, 5.708, -1.616)
H (-16.622, 7.420, -2.897)
H (-17.472, 7.785, -1.408)
H (-18.302, 7.841, -2.959)
H (-15.881, 5.075, -2.180)
H (-17.110, 3.981, -1.323)
H (-16.509, 5.410, -0.566)
O (-12.503, 7.992, -2.568)
C (-13.270, 7.480, -3.481)
O (-14.359, 6.963, -3.300)
C (-12.684, 7.577, -4.833)
C (-11.503, 8.303, -5.079)
C (-11.007, 8.437, -6.380)
C (-11.641, 7.770, -7.397)
C (-12.829, 7.152, -7.110)
N (-13.345, 7.056, -5.855)
C (-13.699, 6.445, -8.126)
O (-13.147, 5.926, -9.099)
O (-14.962, 6.532, -7.918)
H (-13.077, 8.406, -1.799)
H (-10.962, 8.708, -4.235)
H (-10.114, 9.000, -6.501)
H (-11.355, 7.827, -8.446)
S (-16.332, 8.861, -5.269)
C (-15.130, 9.706, -6.330)
C (-14.054, 10.345, -5.729)
C (-13.006, 10.901, -6.494)
C (-13.044, 10.868, -7.842)
C (-14.179, 10.338, -8.475)
C (-15.126, 9.666, -7.717)
H (-13.991, 10.465, -4.654)
H (-12.068, 11.279, -5.964)
H (-12.197, 11.225, -8.412)
H (-14.191, 10.257, -9.544)
H (-15.950, 9.216, -8.264)
C (-16.836, 11.287, -2.584)
O (-15.974, 10.449, -1.804)
C (-14.703, 10.828, -1.667)
S (-14.097, 12.189, -2.413)
S (-13.782, 9.723, -0.704)
H (-17.823, 10.985, -2.397)
H (-16.585, 11.214, -3.636)
H (-16.598, 12.294, -2.318)

The energy relative to the best compared isomer or geometry (same formula, charge and spin) comes out at 0.0 kcal/mol. The charge is -1.

Here are the Löwdin charges for atoms 1 to 99, given in e: 0.74, -0.03, -0.35, -0.06, -0.21, 0.03, -0.17, -0.34, -0.06, -0.05, 0.08, 0.07, -0.52, 0.04, 0.07, -0.26, 0.03, -0.22, -0.35, -0.04, -0.05, -0.37, -0.07, -0.08, 0.04, 0.10, -0.22, 0.03, -0.24, -0.34, -0.06, -0.04, -0.36, -0.07, -0.08, 0.07, 0.07, 0.09, 0.07, 0.08, 0.08, 0.08, 0.12, 0.13, 0.03, 0.07, 0.10, 0.07, 0.08, 0.07, 0.11, 0.11, 0.13, 0.07, 0.06, 0.10, 0.07, 0.07, 0.07, 0.14, 0.03, 0.07, 0.08, 0.03, 0.07, 0.08, 0.12, 0.13, 0.05, 0.09, 0.07, 0.02, 0.08, 0.09, 0.12, 0.00, 0.10, 0.07, 0.07, 0.10, 0.08, 0.04, -0.52, 0.04, -0.19, 0.03, -0.03, 0.01, -0.15, 0.13, -0.57, 0.05, -0.09, -0.06, 0.12, 0.11, 0.13, 0.72, -0.58

=====

Table of HOMO (eV), in record order: -6.46, -5.72, -8.16, -4.38
Table of orbital gap (eV), in record order: 4.19, 4.84, 8.44, 6.34